C22H19Cl2IrN2O2S3 as an isolated structure. Source: the OMol25 dataset; level of theory: the ωB97M-V functional and the def2-TZVPD basis.

```
! wB97M-V def2-TZVPD RIJCOSX def2/J DEFGRID3
* xyz 1 2
Ir -0.345 0.640 0.723
S -0.178 0.383 3.038
C 1.491 0.406 2.604
N 1.621 0.493 1.300
C 2.945 0.553 0.886
C 3.423 0.653 -0.416
C 4.791 0.686 -0.605
C 5.673 0.619 0.477
C 5.203 0.518 1.773
C 3.828 0.487 1.968
S 2.958 0.367 3.482
H 2.739 0.695 -1.253
H 5.188 0.761 -1.608
H 6.739 0.645 0.299
H 5.887 0.466 2.610
Cl -0.141 0.797 -1.705
C -0.110 2.518 -2.070
C 0.139 2.848 -3.383
C 0.160 4.193 -3.734
C -0.070 5.175 -2.790
C -0.332 4.821 -1.473
Cl -0.634 6.076 -0.338
C -0.357 3.475 -1.084
S -0.679 3.075 0.604
H 0.314 2.076 -4.119
H 0.359 4.471 -4.760
H -0.057 6.220 -3.061
O -2.230 1.116 0.602
O -2.284 2.508 0.520
C -3.750 -1.454 -0.541
N -3.915 -1.918 0.824
C -4.453 -3.270 0.840
C -2.744 -1.719 1.679
C -1.432 -2.235 1.123
C -1.245 -3.619 1.093
C -0.137 -4.204 0.506
C 0.830 -3.395 -0.066
C 0.695 -2.016 0.008
C -0.419 -1.421 0.606
H -4.694 -1.578 -1.072
H -2.978 -2.010 -1.097
H -3.501 -0.394 -0.559
H -5.441 -3.259 0.377
H -4.567 -3.615 1.867
H -3.838 -3.996 0.289
H -2.951 -2.222 2.625
H -2.673 -0.655 1.909
H -1.994 -4.249 1.557
H -0.029 -5.280 0.500
H 1.701 -3.824 -0.544
H 1.490 -1.411 -0.412
*
```

Values from the calculation:
Relative energy (zero: lowest compared OMol25 entry of this formula, charge and spin)   0.000 eV
Orbital gap (spin up / spin down)   6.26 / 4.53 eV
LUMO (spin up / spin down)   -0.154 / -0.218 Ha
Total energy   -3328.65354 a.u.
E_HOMO (spin up / spin down)   -10.45 / -10.45 eV

C22H19Cl4N5O4PbS3 as an isolated structure in a non-equilibrium geometry. Source: the OMol25 dataset; level of theory: the ωB97M-V functional and the def2-TZVPD basis.

```
! wB97M-V def2-TZVPD RIJCOSX def2/J DEFGRID3
* xyz -2 1
Pb 0.223 0.068 -0.835
C 5.038 -0.189 3.749
S 4.511 1.423 3.178
C 3.012 1.033 2.155
S 2.391 -0.489 1.936
N 2.589 2.197 1.752
N 1.265 2.145 1.333
C 0.691 3.290 1.225
C -0.725 3.417 0.858
C -1.437 4.627 0.714
C -2.839 4.614 0.658
C -3.470 3.381 0.516
C -2.650 2.261 0.538
N -1.346 2.203 0.674
H 5.930 0.009 4.461
H 5.545 -0.825 3.026
H 4.282 -0.778 4.298
H 1.278 4.163 1.542
H -0.918 5.570 0.704
H -3.369 5.545 0.559
H -4.508 3.260 0.314
H -3.134 1.291 0.513
Cl -2.500 -6.244 0.805
C -2.284 -4.533 0.534
C -3.259 -3.611 0.848
Cl -4.825 -4.214 1.264
C -2.943 -2.293 0.727
Cl -3.999 -1.035 1.295
C -1.774 -1.791 0.223
O -1.599 -0.522 0.255
C -0.771 -2.764 -0.147
O 0.378 -2.318 -0.573
C -1.022 -4.141 0.085
Cl 0.222 -5.288 -0.298
O -1.274 -0.386 -2.488
N -2.530 0.119 -2.526
C -3.561 -0.655 -2.227
C -4.833 -0.229 -2.013
C -5.096 1.143 -2.233
C -4.031 1.907 -2.651
C -2.688 1.468 -2.826
S -1.385 2.504 -2.973
H -3.188 -1.652 -1.948
H -5.693 -0.906 -1.857
H -6.049 1.650 -2.125
H -4.180 3.009 -2.842
C 5.391 -0.345 -0.847
N 4.641 -1.540 -1.007
C 4.591 -2.428 0.176
C 3.970 -1.748 -2.191
O 4.179 -1.002 -3.156
H 5.680 -0.140 0.151
H 4.925 0.627 -1.009
H 6.301 -0.281 -1.475
H 3.912 -2.057 0.921
H 5.609 -2.470 0.637
H 4.078 -3.476 -0.211
H 3.249 -2.575 -2.167
*
```

Values from the calculation:
Relative energy (zero: lowest compared OMol25 entry of this formula, charge and spin)   1.047 eV
Orbital gap   6.17 eV
LUMO   0.156 Ha
Total energy   -4652.68203 a.u.
E_HOMO   -1.94 eV

C22H19IN5O3SV as an isolated structure. Source: the OMol25 dataset; level of theory: the ωB97M-V functional and the def2-TZVPD basis.

```
! wB97M-V def2-TZVPD RIJCOSX def2/J DEFGRID3
* xyz 0 3
V 0.282 -0.518 0.109
N -1.854 -2.680 3.005
C -1.048 -1.766 2.411
S 0.490 -2.329 1.803
N -1.441 -0.522 2.408
N -0.462 0.277 1.832
C -0.155 1.369 2.423
C 0.947 2.216 2.020
C 1.149 3.429 2.690
C 2.247 4.219 2.429
C 3.191 3.781 1.499
C 3.025 2.584 0.835
C 1.892 1.788 1.063
O 1.768 0.660 0.393
H -1.680 -3.652 2.831
H -2.784 -2.391 3.257
H -0.713 1.629 3.321
H 0.422 3.740 3.432
H 2.384 5.155 2.952
H 4.069 4.383 1.300
H 3.752 2.232 0.115
C -1.969 -4.287 -0.777
C -2.820 -3.057 -0.829
N -4.129 -3.179 -0.838
C -4.895 -2.076 -0.890
C -4.396 -0.798 -0.931
C -5.335 0.373 -0.960
O -5.133 1.109 -2.169
C -2.994 -0.639 -0.906
C -2.380 0.658 -0.995
N -1.138 0.888 -0.754
C -0.680 2.219 -0.921
C -1.252 3.263 -0.205
C -0.743 4.547 -0.320
C 0.339 4.791 -1.149
C 0.905 3.756 -1.880
C 0.395 2.474 -1.767
I 1.211 0.910 -2.878
C -2.187 -1.781 -0.857
O -0.883 -1.722 -0.856
H -2.592 -5.147 -0.540
H -1.173 -4.172 -0.040
H -1.485 -4.456 -1.741
H -5.967 -2.242 -0.896
H -5.161 1.020 -0.091
H -6.361 0.001 -0.901
H -5.815 1.784 -2.236
H -3.013 1.482 -1.319
H -2.071 3.047 0.470
H -1.180 5.352 0.256
H 0.753 5.788 -1.228
H 1.745 3.947 -2.535
*
```

Values from the calculation:
Relative energy (zero: lowest compared OMol25 entry of this formula, charge and spin)   0.000 eV
Orbital gap (spin up / spin down)   7.51 / 7.41 eV
LUMO (spin up / spin down)   -0.014 / -0.018 Ha
Total energy   -2989.23599 a.u.
E_HOMO (spin up / spin down)   -7.90 / -7.91 eV

C22H19N7OsS as an isolated structure in a non-equilibrium geometry. Source: the OMol25 dataset; level of theory: the ωB97M-V functional and the def2-TZVPD basis.

```
! wB97M-V def2-TZVPD RIJCOSX def2/J DEFGRID3
* xyz 4 1
Os 0.694 -0.114 0.203
S 5.322 -2.870 5.244
N 5.591 -1.857 4.030
C 4.433 -1.685 3.414
C 4.209 -0.834 2.267
C 5.170 -0.033 1.626
C 4.817 0.759 0.538
C 3.519 0.754 0.081
N 2.577 -0.017 0.691
C 2.916 -0.801 1.765
C 1.843 -1.557 2.352
N 0.631 -1.415 1.755
C -0.435 -2.065 2.233
C -0.314 -2.898 3.343
C 0.911 -3.062 3.958
C 2.036 -2.376 3.461
C 3.375 -2.432 3.993
N 3.762 -3.154 5.036
H 6.193 -0.039 1.992
H 5.553 1.381 0.045
H 3.199 1.351 -0.764
H -1.386 -1.923 1.733
H -1.195 -3.410 3.709
H 1.023 -3.709 4.822
C -1.731 3.427 2.157
C -1.174 3.475 0.873
C -0.475 2.388 0.433
N -0.305 1.258 1.203
C -0.861 1.221 2.452
C -1.561 2.291 2.949
H -2.293 4.275 2.534
H -1.288 4.346 0.242
H -0.025 2.373 -0.560
H -0.702 0.328 3.034
H -1.975 2.243 3.948
C -0.023 -1.653 -4.859
C 0.220 -1.855 -3.427
C 0.350 -3.075 -2.701
C 0.535 -2.782 -1.394
N 0.569 -1.361 -1.244
N 0.352 -0.875 -2.545
C 0.752 -3.736 -0.280
H 0.406 -2.471 -5.437
H 0.338 -0.692 -5.225
H -1.110 -1.692 -5.027
H 0.321 -4.061 -3.140
H 0.319 0.114 -2.759
H 0.834 -4.737 -0.700
H -0.086 -3.745 0.414
H 1.676 -3.521 0.259
*
```

Values from the calculation:
Relative energy (zero: lowest compared OMol25 entry of this formula, charge and spin)   0.514 eV
Orbital gap   4.81 eV
LUMO   -0.576 Ha
Total energy   -1720.32971 a.u.
E_HOMO   -20.47 eV

C22H20AuBBr2N7OS as an isolated structure. Source: the OMol25 dataset; level of theory: the ωB97M-V functional and the def2-TZVPD basis.

```
! wB97M-V def2-TZVPD RIJCOSX def2/J DEFGRID3
* xyz 1 1
Au -0.255 1.731 0.031
Br 4.302 -0.332 0.826
C 2.949 0.115 2.050
C 3.147 -0.143 3.421
C 2.192 0.166 4.346
Br 2.503 -0.210 6.166
C 0.973 0.765 3.939
C -0.096 1.121 4.791
C -1.232 1.684 4.277
C -1.324 1.915 2.898
N -0.337 1.602 2.090
C 0.808 1.021 2.566
C 1.787 0.692 1.594
O 1.552 0.942 0.305
H 4.078 -0.596 3.734
H -0.006 0.938 5.853
H -2.061 1.956 4.912
H -2.206 2.353 2.449
B -3.543 0.489 -1.045
N -2.608 -0.672 -0.592
C -2.936 -1.964 -0.730
C -1.912 -2.741 -0.221
C -0.981 -1.811 0.233
N -1.406 -0.561 -0.008
N -3.171 1.971 -0.532
C -4.137 2.893 -0.568
C -3.620 4.142 -0.259
C -2.279 3.913 -0.032
N -2.028 2.604 -0.195
H -4.621 0.298 -0.552
H -3.579 0.539 -2.247
H -3.875 -2.247 -1.176
H -1.862 -3.814 -0.176
H -0.033 -1.970 0.722
H -5.141 2.596 -0.817
H -4.146 5.078 -0.207
H -1.484 4.588 0.239
N 2.196 0.856 -3.227
C 1.082 0.622 -2.550
S 0.038 1.995 -2.244
N 0.730 -0.594 -2.193
C 1.567 -1.739 -2.411
C 1.720 -2.218 -3.706
C 2.531 -3.320 -3.926
C 3.166 -3.938 -2.855
C 2.996 -3.456 -1.566
C 2.194 -2.347 -1.336
H 2.469 1.806 -3.412
H 2.803 0.097 -3.502
H -0.105 -0.694 -1.606
H 1.194 -1.736 -4.522
H 2.656 -3.704 -4.929
H 3.791 -4.803 -3.028
H 3.491 -3.939 -0.735
H 2.072 -1.940 -0.340
*
```

Values from the calculation:
Relative energy (zero: lowest compared OMol25 entry of this formula, charge and spin)   0.561 eV
Orbital gap   6.95 eV
LUMO   -0.151 Ha
Total energy   -7015.48431 a.u.
E_HOMO   -11.07 eV

One molecule with the formula C22H20Br2O4 in a non-equilibrium geometry. Source: the OMol25 dataset; level of theory: the ωB97M-V functional and the def2-TZVPD basis.

```
! wB97M-V def2-TZVPD RIJCOSX def2/J DEFGRID3
* xyz 0 1
O -0.190 -1.688 1.594
O -0.740 -2.931 -3.929
Br 2.045 -0.811 -3.466
Br -2.218 -0.900 -1.441
O 0.377 0.262 0.486
O -0.708 -4.176 -0.511
C 0.145 -1.078 0.565
C -0.505 -2.868 -2.725
C 2.714 4.121 2.888
C -3.645 3.002 -0.293
C 1.396 4.149 3.357
C 3.092 3.171 1.944
C -2.368 3.470 -0.645
C -3.768 1.940 0.601
C 0.493 3.138 2.930
C 2.170 2.224 1.499
C -1.211 2.871 -0.116
C -2.648 1.360 1.141
C 0.838 2.223 1.932
C -1.373 1.778 0.791
C -0.168 1.166 1.456
C 0.265 -5.375 -2.506
C 1.672 -4.065 0.092
C 0.207 -0.402 -2.778
C 0.486 -1.879 -0.724
C -0.415 -1.536 -1.951
C -0.218 -4.074 -1.847
C 0.487 -3.424 -0.604
H 3.439 4.854 3.315
H -4.568 3.499 -0.626
H 1.027 4.904 4.040
H 4.121 3.115 1.657
H -2.309 4.362 -1.281
H -4.758 1.619 0.899
H -0.497 3.077 3.397
H 2.526 1.459 0.817
H -0.235 3.264 -0.372
H -2.778 0.526 1.810
H -0.537 0.651 2.357
H 0.505 -6.105 -1.742
H 1.196 -5.244 -3.043
H -0.488 -5.761 -3.209
H 1.973 -3.424 0.902
H 1.384 -5.013 0.558
H 2.501 -4.225 -0.589
H 0.229 0.500 -2.142
H -0.471 -0.168 -3.573
H 1.526 -1.560 -0.916
*
```

Values from the calculation:
Orbital gap   9.14 eV
LUMO   -0.003 Ha
Structure (SMILES)   C[C@@]12O[C@]1(C)[C@H](C(=O)OC(c1ccccc1)c1ccccc1)[C@@](Br)(CBr)C2=O
Total energy   -6299.28909 a.u.
E_HOMO   -9.21 eV

A 2-piece molecular cluster, C22H20BrClN3O6 overall in a non-equilibrium geometry. Source: the OMol25 dataset; level of theory: the ωB97M-V functional and the def2-TZVPD basis.

```
! wB97M-V def2-TZVPD RIJCOSX def2/J DEFGRID3
* xyz -1 1
C -7.130 0.390 3.159
C -5.828 0.982 2.672
O -4.786 0.506 3.550
C -3.542 0.901 3.186
C -2.521 0.195 3.983
N -1.280 0.435 3.721
C -0.217 -0.247 4.008
C 1.133 0.212 3.754
C 2.178 -0.739 3.756
C 3.495 -0.343 3.576
C 3.785 1.018 3.388
Cl 5.415 1.505 3.197
C 2.757 1.975 3.359
C 1.428 1.570 3.517
O -3.303 1.702 2.298
H -7.911 0.550 2.412
H -7.047 -0.685 3.350
H -7.455 0.871 4.088
H -5.608 0.656 1.647
H -5.858 2.079 2.716
H -2.891 -0.469 4.777
H -0.323 -1.268 4.420
H 1.929 -1.789 3.905
H 4.299 -1.072 3.582
H 3.013 3.022 3.224
H 0.619 2.301 3.485
C -1.002 -0.768 -0.233
C -0.573 -2.170 0.100
O -1.300 -2.567 1.312
C -0.950 -3.827 1.640
O -0.144 -4.499 1.010
N -1.634 -4.238 2.782
C -1.514 -5.537 3.311
C -0.674 -6.543 2.865
C -0.673 -7.744 3.584
C -1.486 -7.878 4.730
C -2.310 -6.826 5.171
Br -3.290 -6.964 6.784
C -2.357 -5.647 4.429
C -3.022 -4.341 4.536
N -4.007 -3.932 5.495
O -5.001 -4.654 5.698
O -3.827 -2.842 6.086
C -2.542 -3.518 3.558
H -0.467 -0.431 -1.126
H -2.076 -0.714 -0.452
H -0.788 -0.062 0.579
H -0.824 -2.874 -0.704
H 0.504 -2.227 0.308
H -0.059 -6.363 1.989
H -0.038 -8.568 3.265
H -1.472 -8.804 5.299
H -2.818 -2.503 3.329
*
```

Values from the calculation:
Orbital gap   4.48 eV
LUMO   0.064 Ha
Total energy   -4500.22330 a.u.
E_HOMO   -2.74 eV

One molecule with the formula C22H20ClFN2O5S in a non-equilibrium geometry. Source: the OMol25 dataset; level of theory: the ωB97M-V functional and the def2-TZVPD basis.

```
! wB97M-V def2-TZVPD RIJCOSX def2/J DEFGRID3
* xyz 0 1
C 1.396 0.636 -4.298
H 0.715 -0.149 -4.634
H 1.266 1.513 -4.936
H 2.425 0.290 -4.324
O 1.124 0.970 -2.943
C -0.059 1.521 -2.696
O -0.897 1.755 -3.529
C -0.247 1.779 -1.241
C -1.395 2.309 -0.792
C -1.780 2.449 0.603
O -2.805 3.008 0.933
N -0.964 1.852 1.566
C 0.302 1.367 1.420
N 0.949 0.992 2.435
C 2.201 0.421 2.477
C 3.100 0.899 3.434
C 4.346 0.324 3.572
C 4.699 -0.747 2.769
C 3.809 -1.251 1.828
C 2.564 -0.668 1.680
H 1.877 -1.081 0.958
Cl 4.251 -2.595 0.842
F 5.917 -1.302 2.916
H 5.054 0.689 4.298
H 2.810 1.733 4.053
S 1.072 1.327 -0.223
C -1.619 1.555 2.837
H -2.455 2.251 2.914
H -0.908 1.737 3.642
C -2.126 0.085 2.872
C -2.111 -0.497 1.487
C -3.077 -0.180 0.545
C -2.910 -0.555 -0.778
C -1.776 -1.231 -1.212
C -0.814 -1.602 -0.254
C -1.015 -1.236 1.073
H -0.261 -1.532 1.785
O 0.360 -2.265 -0.457
C 0.791 -2.647 -1.744
H 0.091 -3.336 -2.220
H 1.745 -3.149 -1.581
H 0.945 -1.778 -2.387
O -1.544 -1.546 -2.529
C -2.493 -1.161 -3.495
H -2.113 -1.550 -4.440
H -2.579 -0.072 -3.562
H -3.474 -1.602 -3.296
H -3.671 -0.279 -1.490
H -3.955 0.379 0.829
H -3.134 0.072 3.285
H -1.475 -0.505 3.516
H -2.151 2.603 -1.508
*
```

Values from the calculation:
Orbital gap   7.58 eV
LUMO   -0.024 Ha
Structure (SMILES)   COC(=O)c1cc(=O)n(CCc2ccc(OC)c(OC)c2)/c(=N/c2ccc(F)c(Cl)c2)s1
Total energy   -2294.29045 a.u.
E_HOMO   -8.23 eV

C22H20ClN2O3PSc as an isolated structure in a non-equilibrium geometry. Source: the OMol25 dataset; level of theory: the ωB97M-V functional and the def2-TZVPD basis.

```
! wB97M-V def2-TZVPD RIJCOSX def2/J DEFGRID3
* xyz 1 1
Sc 0.209 0.547 0.018
N 0.771 0.728 -2.250
C 2.162 0.185 -2.308
C 2.909 0.549 -0.993
O 4.007 1.065 -1.000
N 2.178 0.192 0.086
C 2.747 0.543 1.386
C 1.628 1.056 2.323
O 1.839 1.446 3.438
O 0.437 1.015 1.767
H 0.244 0.304 -3.018
H 0.840 1.723 -2.501
H 2.728 0.576 -3.162
H 2.113 -0.908 -2.380
H 3.522 1.316 1.278
H 3.216 -0.333 1.853
Cl -1.589 -1.237 0.059
C -3.216 -0.586 -0.002
C -4.284 -1.467 -0.017
C -5.576 -0.965 -0.052
C -5.793 0.405 -0.065
C -4.721 1.278 -0.052
C -3.413 0.794 -0.022
P -2.005 1.974 -0.040
C -2.272 2.932 1.478
C -1.666 4.183 1.589
C -1.773 4.898 2.766
C -2.434 4.352 3.854
C -2.979 3.081 3.767
C -2.902 2.365 2.586
C -2.482 2.986 -1.483
C -2.869 4.319 -1.445
C -3.134 4.985 -2.631
C -3.011 4.336 -3.847
C -2.641 2.999 -3.888
C -2.371 2.328 -2.711
H -4.112 -2.531 -0.004
H -6.414 -1.644 -0.066
H -6.800 0.793 -0.088
H -4.882 2.348 -0.063
H -1.101 4.585 0.756
H -1.330 5.879 2.839
H -2.511 4.914 4.772
H -3.462 2.646 4.628
H -3.322 1.369 2.531
H -2.963 4.837 -0.504
H -3.439 6.019 -2.596
H -3.206 4.868 -4.764
H -2.565 2.495 -4.840
H -2.091 1.275 -2.722
*
```

Values from the calculation:
Relative energy (zero: lowest compared OMol25 entry of this formula, charge and spin)   0.429 eV
Orbital gap   8.30 eV
LUMO   -0.141 Ha
Total energy   -2747.76206 a.u.
E_HOMO   -12.14 eV